[1]
{
  "formula": "C39H56BCl2NO19P",
  "method": "ωB97M-V with the def2-TZVPD basis set",
  "symbols": ["C", "C", "Cl", "C", "Cl", "P", "C", "C", "C", "C", "C", "N", "C", "C", "C", "C", "O", "C", "O", "C", "C", "C", "C", "C", "C", "B", "O", "O", "H", "H", "H", "H", "H", "H", "H", "H", "H", "H", "H", "H", "H", "H", "H", "H", "H", "H", "H", "H", "H", "H", "H", "H", "H", "H", "C", "C", "C", "O", "C", "O", "O", "H", "H", "H", "H", "H", "H", "C", "C", "C", "O", "C", "O", "O", "H", "H", "H", "H", "H", "H", "C", "C", "C", "O", "C", "O", "O", "H", "H", "H", "H", "H", "H", "C", "C", "C", "O", "C", "O", "O", "H", "H", "H", "H", "H", "H", "C", "C", "C", "O", "C", "O", "O", "H", "H", "H", "H", "H", "H"],
  "positions_angstrom": [[-8.126, 2.509, 4.094], [-6.653, 1.822, 4.176], [-6.271, 1.046, 5.750], [-5.784, 1.815, 3.076], [-6.536, 2.622, 1.565], [-4.014, 1.062, 2.876], [-3.390, 1.574, 4.608], [-4.560, -0.703, 3.384], [-3.587, -1.596, 4.234], [-2.034, -1.616, 3.936], [-1.093, -0.957, 5.100], [0.100, -0.274, 4.511], [0.956, -0.598, 3.392], [1.992, 0.565, 3.315], [1.688, 1.597, 4.475], [0.455, 0.965, 5.164], [-4.389, 0.701, 1.183], [-3.331, 0.115, 0.486], [-2.872, -1.059, 0.701], [-2.591, 0.783, -0.793], [-1.063, 1.084, -0.574], [-0.158, 1.736, -1.664], [-0.863, 2.079, -3.017], [-2.386, 1.783, -3.243], [-3.285, 1.121, -2.130], [-3.426, 2.822, 2.262], [-2.843, 3.872, 3.127], [-3.458, 3.273, 0.861], [-8.093, 3.569, 3.681], [-8.641, 2.445, 5.128], [-8.759, 1.814, 3.416], [-2.665, 0.622, 2.595], [-3.505, 0.806, 5.442], [-2.253, 1.800, 4.578], [-3.994, 2.489, 4.989], [-4.726, -1.267, 2.380], [-5.629, -0.765, 3.828], [-3.731, -1.343, 5.359], [-3.966, -2.692, 4.162], [-1.692, -2.725, 3.908], [-1.669, -1.160, 2.962], [-0.704, -1.822, 5.764], [-1.640, -0.188, 5.736], [0.832, -1.509, 2.727], [2.846, 0.695, 2.574], [2.247, 2.555, 4.749], [-0.080, 1.408, 6.068], [-0.527, 0.823, 0.413], [0.960, 1.971, -1.501], [-0.271, 2.586, -3.847], [-2.909, 2.044, -4.231], [-4.396, 0.928, -2.268], [-1.872, 3.775, 2.943], [-3.917, 4.149, 0.870], [3.351, -4.842, 0.127], [3.862, -3.435, 0.363], [3.935, -3.061, 1.815], [3.764, -1.649, 1.776], [3.021, -1.382, 0.668], [2.495, -0.328, 0.443], [2.948, -2.468, -0.151], [2.291, -4.924, 0.382], [3.437, -5.100, -0.933], [3.912, -5.568, 0.702], [4.827, -3.293, -0.136], [4.893, -3.325, 2.265], [3.129, -3.491, 2.417], [2.106, -9.697, 3.887], [2.096, -8.309, 3.284], [2.432, -8.292, 1.821], [3.004, -7.001, 1.652], [3.554, -6.666, 2.855], [4.314, -5.754, 3.021], [3.133, -7.504, 3.841], [3.122, -10.098, 3.935], [1.735, -9.665, 4.915], [1.478, -10.384, 3.316], [1.138, -7.816, 3.481], [1.549, -8.412, 1.191], [3.177, -9.042, 1.537], [-0.325, -1.371, -4.624], [1.069, -1.960, -4.649], [2.081, -1.121, -3.926], [3.289, -1.444, -4.608], [2.934, -1.785, -5.878], [3.706, -1.895, -6.790], [1.590, -1.983, -5.978], [-0.380, -0.463, -5.231], [-1.042, -2.077, -5.052], [-0.639, -1.138, -3.604], [1.054, -2.988, -4.271], [2.152, -1.377, -2.867], [1.904, -0.046, -4.022], [5.265, 5.334, -1.131], [3.868, 4.778, -1.309], [3.825, 3.280, -1.366], [2.672, 3.036, -2.161], [2.536, 4.114, -2.982], [1.811, 4.151, -3.936], [3.332, 5.144, -2.580], [5.869, 5.173, -2.029], [5.225, 6.414, -0.971], [5.768, 4.877, -0.276], [3.202, 5.169, -0.533], [3.718, 2.829, -0.378], [4.692, 2.837, -1.867], [0.633, 5.937, -6.443], [-0.307, 4.950, -7.101], [0.366, 4.070, -8.113], [-0.696, 3.765, -9.008], [-1.561, 4.817, -8.952], [-2.447, 5.007, -9.736], [-1.285, 5.625, -7.890], [0.960, 6.703, -7.152], [0.123, 6.461, -5.631], [1.511, 5.436, -6.029], [-0.830, 4.359, -6.340], [0.773, 3.160, -7.668], [1.158, 4.578, -8.673]],
  "mulliken_charge": [-1.13, 0.02, -0.19, -0.27, -0.26, 1.64, -1.20, -0.93, -0.91, 0.31, -0.89, 0.40, -0.38, -0.05, -0.99, -0.20, -0.68, -0.19, -0.59, 0.76, -0.48, -0.22, -0.14, -0.54, -0.57, 1.53, -0.65, -0.73, 0.29, 0.32, 0.26, -0.47, 0.30, 0.04, 0.48, 0.28, 0.37, 0.25, 0.37, 0.41, -0.23, 0.22, 0.37, 0.37, 0.26, 0.29, 0.32, 0.34, 0.39, 0.17, 0.25, 0.37, 0.25, 0.23, -1.61, 0.70, -0.46, -0.31, 0.48, -0.38, -0.25, 0.23, 0.40, 0.51, 0.17, 0.34, 0.32, -1.46, 0.51, -0.60, -0.24, 0.60, -0.52, -0.35, 0.36, 0.36, 0.37, 0.26, 0.36, 0.30, -1.32, 0.54, 0.02, -0.32, 0.59, -0.58, -0.38, 0.32, 0.39, 0.28, 0.23, 0.12, 0.08, -1.50, 0.55, -0.58, -0.09, 0.35, -0.43, -0.37, 0.36, 0.37, 0.37, 0.29, 0.38, 0.26, -1.39, 0.74, -0.47, -0.33, 0.58, -0.55, -0.37, 0.39, 0.32, 0.34, 0.14, 0.31, 0.30],
  "e_homo_ev": -4.36,
  "homo_lumo_gap_ev": 5.8669,
  "e_tot_ev": -116747.467,
  "lumo_ev": 1.5093,
  "total_charge": -1
}

***

[2]
{
  "formula": "C39H56BrN4O3ReSSe",
  "method": "ωB97M-V with the def2-TZVPD basis set",
  "symbols": ["Re", "C", "C", "C", "C", "C", "C", "C", "Se", "C", "C", "C", "C", "C", "C", "O", "C", "C", "C", "C", "C", "C", "C", "C", "C", "O", "C", "C", "C", "C", "C", "C", "H", "H", "H", "H", "H", "H", "H", "H", "H", "H", "H", "H", "H", "H", "H", "H", "H", "H", "H", "H", "H", "H", "H", "H", "H", "H", "H", "H", "H", "H", "H", "H", "H", "H", "H", "H", "H", "H", "H", "H", "N", "C", "O", "C", "C", "H", "H", "H", "H", "H", "H", "Br", "C", "C", "C", "C", "C", "N", "H", "H", "H", "H", "S", "C", "N", "C", "C", "N", "H", "H", "H", "H", "H", "H"],
  "positions_angstrom": [[-1.827, -0.541, -0.740], [1.113, 1.288, 5.811], [1.439, 2.269, 4.738], [1.224, 3.679, 5.346], [2.943, 2.191, 4.296], [0.500, 1.987, 3.546], [0.583, 0.737, 2.907], [-0.336, 0.442, 1.885], [-0.370, -1.335, 1.136], [1.228, -1.276, 0.103], [2.349, -1.903, 0.577], [3.529, -1.886, -0.208], [3.399, -1.303, -1.446], [2.264, -0.647, -1.939], [1.136, -0.604, -1.154], [0.038, 0.026, -1.425], [2.267, -0.068, -3.367], [2.141, 1.499, -3.406], [1.069, -0.627, -4.184], [3.501, -0.410, -4.193], [4.763, -2.546, 0.431], [4.996, -1.876, 1.745], [6.052, -2.404, -0.410], [4.416, -4.022, 0.637], [-1.304, 1.357, 1.442], [-2.111, 1.060, 0.413], [-1.478, 2.559, 2.151], [-0.548, 2.816, 3.179], [-2.605, 3.605, 1.842], [-3.978, 2.930, 1.661], [-2.221, 4.312, 0.516], [-2.751, 4.649, 2.965], [1.812, 1.465, 6.644], [1.240, 0.240, 5.526], [0.095, 1.414, 6.216], [2.005, 3.863, 6.087], [0.260, 3.785, 5.860], [1.365, 4.463, 4.621], [3.595, 2.270, 5.199], [3.160, 2.991, 3.599], [3.273, 1.284, 3.816], [1.321, 0.004, 3.280], [2.260, -2.419, 1.522], [4.347, -1.193, -1.947], [1.251, 1.846, -2.867], [2.053, 1.797, -4.429], [2.964, 2.077, -2.954], [0.134, -0.288, -3.787], [1.089, -1.715, -4.139], [1.169, -0.261, -5.222], [4.454, -0.069, -3.783], [3.476, 0.092, -5.173], [3.624, -1.507, -4.294], [5.124, -0.824, 1.638], [5.943, -2.265, 2.204], [4.199, -2.027, 2.493], [6.354, -1.359, -0.695], [6.017, -3.062, -1.300], [6.893, -2.806, 0.176], [3.646, -4.156, 1.428], [5.296, -4.630, 1.000], [4.066, -4.474, -0.278], [-0.579, 3.815, 3.575], [-4.015, 2.331, 0.745], [-4.773, 3.687, 1.595], [-4.248, 2.321, 2.515], [-1.945, 3.573, -0.211], [-1.327, 4.976, 0.617], [-3.075, 4.928, 0.226], [-2.999, 4.295, 3.977], [-3.545, 5.298, 2.661], [-1.926, 5.344, 3.081], [-4.083, -2.146, 3.822], [-3.434, -1.639, 2.731], [-2.710, -0.683, 2.851], [-3.632, -2.328, 1.396], [-3.622, -1.380, 0.159], [-3.899, -1.650, 4.677], [-4.833, -2.810, 3.814], [-4.527, -2.934, 1.373], [-2.822, -3.099, 1.332], [-4.343, -0.604, 0.393], [-4.067, -2.006, -0.647], [-4.715, -0.673, -3.134], [-3.687, 0.858, -3.248], [-4.061, 1.840, -4.159], [-3.226, 2.963, -4.263], [-2.125, 3.093, -3.412], [-1.881, 2.068, -2.490], [-2.610, 0.944, -2.400], [-5.003, 1.702, -4.710], [-3.505, 3.710, -4.936], [-1.463, 3.982, -3.417], [-1.059, 2.132, -1.762], [-1.298, -2.928, -1.416], [-1.498, -3.679, -2.951], [-1.056, -4.896, -3.140], [-1.666, -5.465, -4.369], [-1.932, -4.158, -5.162], [-2.084, -3.197, -4.051], [-0.769, -5.497, -2.359], [-2.598, -5.962, -4.078], [-0.975, -6.158, -4.847], [-2.764, -4.262, -5.806], [-1.078, -3.948, -5.756], [-2.451, -2.247, -4.106]],
  "lowdin_spin": [2.48, 0.00, 0.00, 0.00, 0.00, 0.01, 0.00, 0.02, -0.01, 0.01, 0.00, 0.01, 0.00, 0.01, 0.01, 0.13, 0.00, 0.00, 0.00, 0.00, 0.00, 0.00, 0.00, 0.00, 0.01, 0.13, 0.01, 0.00, 0.00, 0.00, 0.00, 0.00, 0.00, 0.00, 0.00, 0.00, 0.00, 0.00, 0.00, 0.00, 0.00, 0.00, 0.00, 0.00, 0.00, 0.00, 0.00, 0.00, 0.00, 0.00, 0.00, 0.00, 0.00, 0.00, 0.00, 0.00, 0.00, 0.00, 0.00, 0.00, 0.00, 0.00, 0.00, 0.00, 0.00, 0.00, 0.00, 0.00, 0.00, 0.00, 0.00, 0.00, 0.00, 0.00, 0.00, 0.01, 0.04, 0.00, 0.00, 0.00, 0.00, 0.01, 0.02, 0.01, 0.01, 0.00, 0.01, 0.00, 0.01, 0.01, 0.00, 0.00, 0.00, 0.00, 0.03, 0.02, 0.01, 0.00, 0.00, 0.00, 0.00, 0.00, 0.00, 0.00, 0.00, 0.00],
  "e_homo_ev": [-9.59, -9.80],
  "homo_lumo_gap_ev": [7.0376, 6.1612],
  "s2": 3.77,
  "e_tot_ev": -201804.639,
  "lumo_ev": [-2.5521, -3.6342],
  "total_charge": 1,
  "multiplicity": 4
}